{
  "formula": "C2H2N2O",
  "method": "ωB97M-V/def2-TZVPD",
  "spin_multiplicity": 1,
  "lumo_energy_ha": 0.01738,
  "e_tot_ha": -262.1330,
  "smiles": "N=C=O.C#N",
  "de_lowest_kj_mol": 81.1,
  "species": ["N", "C", "O", "H", "C", "N", "H"],
  "positions_angstrom": [[0.4132, -0.6492, 1.2241], [0.2121, -0.6082, 2.4033], [-0.3358, -0.5474, 3.4121], [1.1586, -0.8063, 0.6767], [-0.5001, 1.1295, -1.4830], [0.3619, 1.6850, -2.0188], [-1.3683, 0.6811, -1.0705]]
}


{
  "formula": "C2H2N2O2",
  "method": "ωB97M-V/def2-TZVPD",
  "spin_multiplicity": 1,
  "lumo_energy_ha": -0.03806,
  "e_tot_ha": -337.2568,
  "de_lowest_kj_mol": 440.2,
  "species": ["O", "C", "N", "O", "C", "N", "H", "H"],
  "positions_angstrom": [[2.0362, -0.1791, 0.0236], [0.5957, -0.1288, -0.0827], [0.8085, -1.3857, -0.1795], [-1.8225, -0.7099, -0.3262], [-1.4918, 0.4541, -0.1914], [-0.1744, 0.8852, -0.0437], [2.2685, -0.2126, 0.9710], [-2.2202, 1.2767, -0.1712]]
}


{
  "formula": "C2H2N2O2",
  "method": "ωB97M-V/def2-TZVPD",
  "spin_multiplicity": 1,
  "lumo_energy_ha": -0.00353,
  "e_tot_ha": -337.3211,
  "smiles": "O=c1[nH]cno1",
  "de_lowest_kj_mol": 271.3,
  "species": ["O", "C", "N", "C", "N", "O", "H", "H"],
  "positions_angstrom": [[-0.8862, -0.0723, -2.1751], [-0.2943, -0.1306, -1.0928], [-0.5853, -0.4266, 0.1855], [0.3912, 0.0167, 1.0050], [1.4846, 0.1529, 0.3725], [1.1232, 0.0596, -1.0144], [-1.6389, 0.0630, 0.6611], [0.4058, 0.3373, 2.0582]]
}


In the order shown, the computed orbital gap values come out to 0.4358 0.3436 0.3735 Eh.